# C29H22N4O5PRe

A structure of composition C29H22N4O5PRe (ωB97M-V with the def2-TZVPD basis set, the Open Molecules 2025 dataset).

The spin multiplicity is 2. The calculation puts the lowest unoccupied orbital energy (alpha / beta) at -10.8 / -10.9 eV. Its net charge is +3. As for the HOMO energy (alpha / beta): -16.956 / -16.955 eV. The gap between HOMO and LUMO (alpha / beta) comes out at 6.140 / 6.033 eV.

Structure (XYZ):
```
62
Properties=species:S:1:pos:R:3:forces:R:3:lowdin_spin:R:1
Re -0.9155 0.0069 0.2837 -0.17 -0.71 -0.56 0.8483
O -2.0995 2.5354 4.5282 -0.37 0.22 0.03 -0.0008
C -2.2384 1.8114 3.4603 0.02 -0.34 -0.33 -0.0010
O -1.2406 1.7353 0.8658 -0.14 0.50 0.23 0.0153
C -1.7627 0.3978 3.7011 0.09 -0.07 0.25 0.0028
C -1.9602 -0.0856 4.9991 0.10 -0.07 0.02 0.0013
C -1.6442 -1.3947 5.3051 0.03 0.02 -0.08 -0.0007
C -1.1248 -2.1998 4.2973 0.02 0.10 -0.04 0.0012
C -0.9638 -1.6505 3.0399 0.05 -0.07 -0.10 0.0004
N -1.2768 -0.3740 2.7240 0.00 -0.29 -0.25 0.0207
C -0.4785 -2.4413 1.8726 -0.07 0.08 0.07 0.0075
O -0.0854 -3.6641 1.9257 -0.05 0.11 -0.02 0.0068
O -0.4642 -1.8942 0.7485 0.12 -0.06 0.33 0.0111
H -2.5033 3.4207 4.4356 0.06 -0.03 -0.04 0.0000
H -2.3654 0.5691 5.7567 0.00 0.02 -0.01 0.0002
H -1.7995 -1.7814 6.3036 0.01 -0.01 0.00 0.0000
H -0.8677 -3.2283 4.5144 -0.01 -0.01 0.00 0.0001
H -0.0985 -4.0795 2.8037 -0.01 0.01 -0.01 0.0001
C 2.0963 3.9764 -3.1498 -0.02 0.02 0.02 -0.0002
C 1.1146 3.9859 -2.1681 0.02 -0.01 -0.02 0.0000
C 0.7160 2.7987 -1.5737 0.02 -0.03 -0.05 -0.0001
C 1.3008 1.5984 -1.9756 0.01 -0.02 0.04 0.0016
C 2.2967 1.5902 -2.9601 0.01 -0.02 0.03 -0.0001
C 2.6884 2.7822 -3.5425 0.01 -0.01 -0.01 0.0002
P 0.9551 0.0287 -1.1928 0.10 0.08 -0.06 0.0043
C 0.6866 -1.2427 -2.4161 0.02 0.05 0.03 0.0009
C 0.7902 -2.5984 -2.0798 -0.01 -0.04 0.00 -0.0006
C 0.5257 -3.5650 -3.0337 0.01 0.01 0.01 0.0000
C 0.1481 -3.1888 -4.3176 0.00 0.00 -0.01 -0.0013
C 0.0248 -1.8456 -4.6503 0.01 0.01 0.00 0.0003
C 0.2872 -0.8690 -3.7046 -0.02 0.01 -0.02 -0.0010
C 2.2304 -0.4011 -0.0065 -0.01 0.04 -0.01 0.0142
C 2.2444 0.3329 1.1889 -0.06 0.04 0.01 0.0075
C 3.2157 0.0799 2.1446 0.03 -0.03 0.01 0.0000
C 4.1842 -0.8874 1.9011 -0.01 0.02 0.03 0.0055
C 4.1874 -1.5961 0.7053 -0.01 -0.01 -0.01 0.0044
C 3.2107 -1.3625 -0.2510 -0.03 -0.04 0.00 0.0018
H 2.4048 4.9050 -3.6108 0.00 0.00 0.00 0.0000
H 0.6627 4.9200 -1.8643 0.00 0.00 0.00 0.0000
H -0.0384 2.8225 -0.8019 -0.04 0.00 0.03 0.0000
H 2.7639 0.6629 -3.2703 0.01 0.00 0.00 0.0000
H 3.4572 2.7797 -4.3029 0.00 0.00 0.00 0.0000
H 1.0910 -2.8980 -1.0847 0.00 -0.02 -0.02 0.0000
H 0.6242 -4.6122 -2.7831 0.00 -0.01 0.00 0.0000
H -0.0451 -3.9468 -5.0649 0.00 -0.01 0.00 -0.0001
H -0.2605 -1.5595 -5.6533 0.00 0.00 0.00 0.0000
H 0.2055 0.1765 -3.9731 0.00 -0.01 0.00 0.0001
H 1.5504 1.1585 1.3386 0.02 0.00 0.00 -0.0004
H 3.2469 0.6615 3.0562 0.00 0.00 0.01 -0.0001
H 4.9575 -1.0706 2.6351 0.00 0.00 0.00 0.0002
H 4.9630 -2.3242 0.5100 0.01 0.00 0.00 0.0002
H 3.2305 -1.9088 -1.1845 0.01 0.01 0.00 0.0000
N -4.0516 0.8277 -2.0449 0.14 -0.06 0.02 0.0117
C -3.1742 0.8857 -1.0809 -0.42 0.28 0.05 0.0109
O -2.0002 0.3312 -1.2982 0.26 0.09 0.51 0.0151
C -3.5080 1.5041 0.1924 0.23 -0.22 -0.09 0.0108
C -2.5688 1.7835 1.1803 -0.22 0.00 -0.15 -0.0021
N -2.8604 2.1908 2.4068 0.37 0.47 0.05 -0.0028
C -4.8795 1.7946 0.4374 -0.07 0.02 0.22 0.0005
N -5.9883 2.0201 0.6377 -0.02 -0.02 -0.10 0.0046
H -3.8358 0.3280 -2.8984 0.00 0.02 -0.02 0.0004
H -4.9609 1.2682 -1.9615 0.00 0.00 0.02 0.0002
```
Forces are in eV/Å.

***

# C5H13NO3P

The ion C5H13NO3P with charge +1 (ωB97M-V with the def2-TZVPD basis set, the Open Molecules 2025 dataset).

As for the structure (SMILES): OP(O)(O)=[N+]1CCCCC1. The calculation puts the lowest unoccupied orbital energy at -4.0 eV. Its net charge is +1. As for the HOMO energy: -13.560 eV. The gap between HOMO and LUMO comes out at 9.586 eV.

Structure (XYZ):
```
23
Properties=species:S:1:pos:R:3:forces:R:3:mulliken_charge:R:1
C -1.8197 1.0662 0.0030 1.15 1.10 -1.43 -0.6124
C -1.2925 0.1310 1.1095 -2.41 1.00 0.80 -0.3736
C -0.7561 1.0869 -1.1572 -1.27 -1.24 1.22 -0.6387
C -0.8440 -1.2133 0.6431 -0.14 -1.02 1.24 -0.5714
C -0.3890 -0.3325 -1.5442 -0.45 0.30 -2.19 -0.5477
N 0.1342 -1.0542 -0.4084 3.61 1.47 0.43 -0.0130
O 2.2159 -1.2564 1.2442 0.01 1.61 1.35 -0.4720
O 1.7257 1.1444 1.1853 0.00 -0.36 -0.89 -0.4131
O 2.7587 -0.0462 -0.8976 -0.87 -0.41 0.33 -0.4410
P 1.7161 -0.1557 0.2944 -1.75 -2.07 -0.94 0.7086
H -2.7986 0.9242 -0.5355 0.69 -0.68 1.13 0.3299
H -1.8879 2.1054 0.3884 0.02 -0.62 -0.02 0.3417
H -0.4784 0.6506 1.6603 -0.59 -0.33 -0.31 0.2041
H -2.1347 -0.0157 1.8104 0.53 0.08 0.10 0.3822
H -1.1579 1.6573 -1.9652 0.39 0.57 -0.64 0.4332
H 0.2030 1.3247 -0.7836 0.99 2.07 0.34 0.2832
H -0.2804 -1.6836 1.5315 -1.38 -0.02 -1.40 0.2190
H -1.7433 -1.8190 0.2168 1.83 0.68 0.89 0.4171
H -1.3953 -0.7582 -1.8235 1.43 -0.53 -0.24 0.3845
H 0.4276 -0.3094 -2.3848 -1.90 -0.36 1.25 0.2643
H 2.4589 -2.1597 1.2310 0.14 -1.42 -0.54 0.3502
H 2.5089 1.6610 1.4767 -0.22 -0.63 -0.39 0.3983
H 2.8288 -0.9479 -1.2946 0.19 0.79 -0.09 0.3668
```
Forces are in eV/Å.

***

# C26H34As2N2O9PdS2

A structure of composition C26H34As2N2O9PdS2 (ωB97M-V with the def2-TZVPD basis set, the Open Molecules 2025 dataset).

The calculation puts the lowest unoccupied orbital energy at -7.5 eV. Its net charge is +2. As for the HOMO energy: -14.079 eV. The gap between HOMO and LUMO comes out at 6.540 eV.

Structure (XYZ):
```
76
Properties=species:S:1:pos:R:3:forces:R:3:mulliken_charge:R:1
Pd 0.2417 -1.1903 0.7117 0.03 0.16 0.13 0.7447
C 2.4382 -2.6630 -2.1148 0.11 -0.07 0.08 -0.8458
C 2.9077 -2.5915 -0.6990 0.00 -0.05 0.07 0.3362
N 2.1277 -2.3677 0.3290 -0.01 0.19 -0.36 0.2238
C 2.7864 -2.5169 1.5286 -0.27 0.07 0.04 -0.4400
C 4.1002 -2.8108 1.4126 0.18 -0.06 0.07 -0.3741
S 4.5163 -2.9374 -0.2371 0.07 -0.05 -0.09 -0.1616
C 1.9467 -2.4638 2.7206 -0.10 -0.02 -0.04 -0.2040
C 2.2826 -2.8004 3.9819 0.06 -0.01 0.24 -0.3116
S 0.8999 -2.7866 4.9818 0.02 -0.05 0.12 -0.1324
C -0.0835 -2.3283 3.6733 -0.13 0.03 0.05 0.1990
N 0.5910 -2.1755 2.5600 0.26 0.05 -0.68 0.5194
C -1.5573 -2.1547 3.8247 0.08 0.02 -0.02 -0.8238
H 1.4383 -2.2454 -2.1802 -0.06 -0.03 0.00 -0.2204
H 2.3867 -3.7060 -2.4317 0.01 0.00 0.03 0.4287
H 3.1130 -2.1492 -2.7991 -0.03 0.01 0.01 0.4522
H 4.8295 -2.9781 2.1903 -0.05 0.02 -0.05 0.4677
H 3.2526 -3.0799 4.3641 -0.08 0.01 -0.03 0.4508
H -1.7951 -1.1928 4.2821 0.02 0.00 -0.03 0.3278
H -1.9694 -2.9323 4.4658 0.01 -0.01 0.00 0.5066
H -2.0355 -2.2190 2.8510 0.08 -0.05 0.08 -0.1498
C 3.7507 2.8328 -0.1899 -0.02 -0.11 0.00 -0.6175
O 3.3822 1.7308 0.6984 -0.05 0.21 0.05 -0.3764
C 2.1455 1.3504 0.8667 0.06 0.18 -0.39 -0.1569
O 1.8914 0.3866 1.5701 0.05 -0.24 0.37 -0.3221
C 1.0038 1.9608 0.1036 0.02 -0.08 0.02 0.8507
C 0.4535 3.1356 0.4087 0.01 0.09 -0.01 0.0584
As -1.2683 4.0704 -0.1672 -0.06 -0.10 0.01 0.2689
C -0.4568 5.5995 -1.0518 0.07 0.06 0.00 -1.2469
C -1.2579 2.7384 -1.6340 0.17 0.20 -0.20 0.3966
C -1.3915 1.4818 -1.1767 -0.12 -0.26 0.15 -0.1643
As 0.2571 0.5028 -1.0400 -0.11 -0.02 0.60 0.8811
C 1.3380 0.3960 -2.6233 0.00 -0.14 -0.02 -1.3251
C -2.3663 1.2222 -0.0642 0.00 -0.15 -0.13 -0.0905
O -3.3213 1.9075 0.1494 -0.06 0.01 0.02 -0.5339
O -2.1269 0.0557 0.5909 0.03 0.01 0.04 0.1721
C -3.1960 -0.3935 1.4629 0.04 0.06 -0.10 -0.9074
C -0.4456 3.0931 -2.8504 -0.09 -0.04 0.09 0.4918
O 0.7345 3.3214 -2.7753 0.10 0.00 0.02 -0.5372
O -1.0869 3.1725 -4.0013 -0.22 -0.01 0.03 -0.3415
C -2.5261 2.9882 -4.0650 0.12 -0.01 0.02 -0.6426
C 1.1285 4.0483 1.4124 0.00 -0.15 0.02 -0.0191
O 1.8653 4.9184 1.0498 -0.02 0.06 -0.01 -0.5281
O 0.8329 3.8774 2.7011 -0.07 -0.08 0.02 -0.3356
C -0.0918 2.8592 3.1335 0.08 0.09 -0.03 -0.2427
H 3.7000 3.7675 0.3518 0.00 0.03 0.08 0.3130
H 3.0926 2.8672 -1.0557 -0.04 -0.02 -0.02 0.2676
H 4.7713 2.6237 -0.4867 0.02 -0.07 -0.02 0.3157
H -0.2405 6.3308 -0.2746 -0.01 0.01 0.00 0.4573
H -1.2069 6.0226 -1.7206 -0.02 0.01 0.00 0.4746
H 0.4526 5.3605 -1.5927 0.00 -0.02 -0.01 0.3745
H 1.4093 1.3645 -3.0986 0.02 0.07 -0.05 0.5707
H 0.9098 -0.3467 -3.2905 -0.01 -0.01 -0.07 0.5095
H 2.3197 0.0623 -2.2940 0.05 0.00 0.00 0.3685
H -3.1966 -1.4774 1.3963 -0.02 0.02 -0.03 0.1604
H -4.1439 0.0103 1.1289 -0.06 0.04 -0.06 0.4608
H -2.9972 -0.0618 2.4774 -0.01 0.03 0.02 0.1591
H -2.8138 3.3200 -5.0549 0.03 0.03 -0.04 0.3265
H -3.0319 3.5915 -3.3142 0.00 0.04 0.04 0.3037
H -2.7810 1.9396 -3.9364 0.02 -0.04 0.01 0.2558
H 0.3004 1.8645 2.9313 0.04 -0.04 -0.02 -0.0524
H -1.0667 2.9907 2.6666 -0.05 0.04 -0.04 0.2481
H -0.1894 3.0013 4.2036 0.02 0.04 0.03 0.3909
C -2.7728 -3.6325 -1.9588 0.02 -0.01 0.00 -0.7457
C -2.1354 -4.7994 -1.1943 -0.04 -0.02 -0.06 -0.6469
C -1.5261 -4.1173 0.0100 0.11 0.05 0.04 -0.6214
O -1.0497 -2.8509 -0.4923 -0.25 0.19 -0.03 0.4644
C -1.9213 -2.4208 -1.5647 0.08 -0.26 -0.02 -0.0247
H -3.8072 -3.4876 -1.6501 0.00 0.00 0.01 0.3264
H -2.7662 -3.7970 -3.0338 -0.04 0.00 0.00 0.3641
H -1.3582 -5.2794 -1.7888 0.01 0.01 0.01 0.2881
H -2.8648 -5.5551 -0.9094 0.02 -0.02 -0.03 0.3805
H -0.6696 -4.6403 0.4293 0.02 0.01 0.05 0.3313
H -2.2691 -3.9499 0.7969 -0.03 0.03 0.01 0.2485
H -1.2801 -2.0775 -2.3793 0.05 0.01 -0.03 0.1850
H -2.5331 -1.5895 -1.2260 -0.06 0.13 0.06 -0.1796
```
Forces are in eV/Å.

***

Per-record ΔE to the lowest compared entry with this formula, charge and spin, kcal per mole: 50.53 3.14 41.64
Per-record electronic energy, Eh: -2132.189726 -819.915839 -7192.989041